Model i:
Formula: C5H14
Source: OMol25
Level of theory: wB97M-V/def2-TZVPD

Geometry as ORCA input:
```
! wB97M-V def2-TZVPD RIJCOSX def2/J DEFGRID3
* xyz 0 1
C -0.515 1.836 1.186
C 0.283 1.377 0.063
C 0.009 -2.502 0.125
C 1.467 2.068 -0.501
C -1.246 -2.498 -0.712
H 0.596 0.234 0.152
H 0.154 -1.674 0.809
H 1.190 2.972 -1.141
H -0.635 1.164 -0.807
H 0.916 -2.224 -0.588
H -1.475 1.448 1.337
H -0.681 2.976 1.164
H 0.332 -3.607 0.447
H 1.961 2.365 0.309
H 2.167 1.622 -1.103
H 0.148 1.789 2.128
H -0.979 -2.288 -1.759
H -1.856 -1.634 -0.450
H -1.836 -3.423 -0.659
*
```

Properties
**Molar mass**: 74.17 g mol⁻¹

***

Model ii:
Formula: C5H14
Source: OMol25
Level of theory: wB97M-V/def2-TZVPD

Geometry as ORCA input:
```
! wB97M-V def2-TZVPD RIJCOSX def2/J DEFGRID3
* xyz 0 1
C 1.331 -1.271 1.927
C 0.196 0.609 -2.602
C -1.684 1.038 -0.977
C -1.076 -0.030 -1.873
C 1.037 -0.590 3.253
H 2.215 -1.788 2.002
H 1.508 -0.468 1.250
H 0.522 -0.086 -3.444
H 0.323 -1.761 1.692
H -1.201 1.277 -0.078
H 0.572 -1.206 3.980
H -0.020 1.590 -3.222
H -2.779 0.940 -0.615
H -1.721 0.051 -2.826
H 2.015 -0.270 3.781
H -1.714 2.054 -1.480
H 0.986 0.706 -1.902
H 0.494 0.313 2.906
H -1.005 -1.108 -1.770
*
```

Properties
**Molar mass**: 74.17 g mol⁻¹

***

Model iii:
Formula: C5H14
Source: OMol25
Level of theory: wB97M-V/def2-TZVPD

Geometry as ORCA input:
```
! wB97M-V def2-TZVPD RIJCOSX def2/J DEFGRID3
* xyz 0 1
C -1.350 -2.298 0.338
C 0.588 1.087 -1.517
C 0.935 1.991 -0.271
C 0.099 -2.860 0.637
C -0.190 2.264 0.734
H -0.222 0.442 -1.166
H -1.070 1.639 0.547
H 1.561 0.649 -1.733
H 0.708 -2.042 0.309
H -0.325 3.351 0.730
H 0.326 -3.692 -0.047
H 0.240 1.740 -2.304
H 1.291 2.881 -0.829
H -1.257 -1.283 0.708
H 0.157 -3.273 1.633
H 0.155 1.996 1.725
H -1.927 -2.794 1.133
H -1.972 -2.322 -0.544
H 1.842 1.611 0.200
*
```

Properties
**Molar mass**: 74.17 g mol⁻¹

***

Relative calculated energies, zero for the most stable structure, unit eV: model i 1.006; model ii 0.524; model iii 0.000.

***

Model i:
Formula: C5H14
Source: OMol25
Level of theory: wB97M-V/def2-TZVPD

Geometry as ORCA input:
```
! wB97M-V def2-TZVPD RIJCOSX def2/J DEFGRID3
* xyz 0 1
C -0.561 -1.741 -0.605
C 0.954 -1.109 -2.579
C 0.797 -1.773 -1.267
C -0.586 1.679 2.634
C -0.475 2.634 1.429
H -1.000 3.535 1.627
H 1.499 -1.736 -3.276
H 1.225 -2.825 -1.208
H 0.526 2.751 0.875
H -0.973 -0.818 -0.383
H -0.954 2.117 0.590
H -1.329 -2.357 -1.048
H 1.420 -1.177 -0.527
H 0.191 0.891 2.630
H -0.509 2.264 3.601
H 0.152 -0.882 -3.071
H 1.731 -0.326 -2.365
H -1.554 1.110 2.535
H -0.555 -2.235 0.408
*
```

Properties
**Molar mass**: 74.17 g mol⁻¹

***

Model ii:
Formula: C5H14
Source: OMol25
Level of theory: wB97M-V/def2-TZVPD

Geometry as ORCA input:
```
! wB97M-V def2-TZVPD RIJCOSX def2/J DEFGRID3
* xyz 0 1
C -0.060 0.470 -2.020
C -0.931 1.224 -3.018
C 1.242 0.319 1.997
C -0.192 -1.784 1.683
C -0.165 -0.261 1.841
H 0.254 -2.025 0.714
H -1.178 -2.225 1.735
H 0.996 0.461 -2.315
H -0.362 -0.570 -1.913
H -1.987 0.966 -2.922
H 1.710 0.541 1.041
H -0.641 0.976 -4.030
H -0.886 2.306 -2.877
H 1.236 1.204 2.627
H 0.493 -2.261 2.379
H -0.712 0.139 0.990
H -0.012 0.944 -1.041
H -0.725 0.020 2.734
H 1.919 -0.443 2.393
*
```

Properties
**Molar mass**: 74.17 g mol⁻¹

***

Relative calculated energies, zero for the most stable structure, unit eV: model i 1.278; model ii 0.000.

***

Model i:
Formula: C5H14
Source: OMol25
Level of theory: wB97M-V/def2-TZVPD

Geometry as ORCA input:
```
! wB97M-V def2-TZVPD RIJCOSX def2/J DEFGRID3
* xyz 0 1
C 0.075 -0.370 1.774
C 1.747 1.267 0.686
C -1.776 -1.024 -1.492
C -0.582 -0.615 -2.354
C 0.749 0.998 1.825
H -0.866 0.242 -2.957
H 1.776 2.293 0.320
H 0.258 -0.305 -1.723
H -2.377 -1.827 -1.931
H 1.455 0.736 -0.223
H -2.497 -0.213 -1.412
H -0.988 -0.311 2.023
H 0.217 -0.867 0.812
H 2.744 0.937 0.977
H 1.323 1.092 2.738
H 0.022 1.811 1.946
H -1.591 -1.349 -0.468
H 0.509 -1.103 2.469
H -0.198 -1.392 -3.012
*
```

Properties
**Molar mass**: 74.17 g mol⁻¹

***

Model ii:
Formula: C5H14
Source: OMol25
Level of theory: wB97M-V/def2-TZVPD

Geometry as ORCA input:
```
! wB97M-V def2-TZVPD RIJCOSX def2/J DEFGRID3
* xyz 0 1
C 0.616 1.795 -1.389
C -1.120 2.286 0.433
C 0.356 2.369 0.032
C -0.144 -2.941 -0.238
C 0.381 -2.856 1.166
H -1.830 2.692 -0.279
H -0.379 -2.639 1.919
H 1.211 -2.160 1.290
H -0.505 -1.984 -0.618
H 0.781 0.720 -1.367
H 0.579 3.440 0.015
H -1.286 1.228 0.678
H 1.015 1.774 0.660
H 0.667 -3.189 -0.929
H -0.910 -3.704 -0.353
H -1.251 2.753 1.409
H -0.327 1.903 -1.933
H 0.779 -3.836 1.451
H 1.366 2.349 -1.945
*
```

Properties
**Molar mass**: 74.17 g mol⁻¹

***

Model iii:
Formula: C5H14
Source: OMol25
Level of theory: wB97M-V/def2-TZVPD

Geometry as ORCA input:
```
! wB97M-V def2-TZVPD RIJCOSX def2/J DEFGRID3
* xyz 0 1
C 1.981 -0.275 1.367
C -0.714 1.816 -1.410
C 1.115 -1.279 2.273
C -1.098 0.483 -0.821
C -1.424 -0.648 -1.673
H 1.205 -1.199 3.407
H 1.235 -2.302 1.897
H -2.294 -0.338 -2.374
H -2.058 0.682 -0.127
H -0.642 -1.014 -2.401
H -0.296 2.511 -0.626
H 2.051 -0.529 0.366
H -1.742 -1.532 -1.118
H 2.946 -0.197 1.982
H 0.090 -1.052 1.895
H 1.576 0.781 1.162
H -1.637 2.215 -1.688
H 0.087 1.633 -2.122
H -0.380 0.245 0.011
*
```

Properties
**Molar mass**: 74.17 g mol⁻¹

***

Relative calculated energies, zero for the most stable structure, unit eV: model i 0.056; model ii 0.000; model iii 1.117.

***

Model i:
Formula: C5H14
Source: OMol25
Level of theory: wB97M-V/def2-TZVPD

Geometry as ORCA input:
```
! wB97M-V def2-TZVPD RIJCOSX def2/J DEFGRID3
* xyz 0 1
C -0.414 -0.876 -1.310
C 0.961 -2.014 0.503
C 0.585 1.677 0.541
C -0.790 2.263 0.253
C -0.377 -1.375 0.175
H -0.979 2.097 -0.820
H -1.732 1.893 0.663
H -1.426 -0.597 -1.581
H 1.368 2.420 0.413
H 0.854 0.913 -0.173
H -0.241 -1.744 -1.960
H 0.267 -0.093 -1.620
H -0.874 3.348 0.375
H 1.376 -2.627 -0.291
H -0.592 -0.513 0.796
H -1.207 -2.071 0.265
H 0.620 1.189 1.515
H 0.880 -2.598 1.420
H 1.719 -1.290 0.836
*
```

Properties
**Molar mass**: 74.17 g mol⁻¹

***

Model ii:
Formula: C5H14
Source: OMol25
Level of theory: wB97M-V/def2-TZVPD

Geometry as ORCA input:
```
! wB97M-V def2-TZVPD RIJCOSX def2/J DEFGRID3
* xyz 0 1
C -1.939 -1.459 -1.866
C 0.576 -0.402 0.907
C 0.970 2.172 1.413
C 0.947 0.832 1.951
C -0.521 -1.118 -2.284
H 0.487 0.719 2.961
H -0.317 -0.718 -3.233
H 1.082 -1.326 1.122
H -1.995 -1.067 -0.742
H 1.654 2.844 2.094
H -0.610 -0.550 1.033
H -0.073 -0.328 -1.678
H 1.357 2.349 0.430
H 0.019 -2.106 -1.969
H -2.080 -2.418 -2.162
H -2.620 -0.802 -2.438
H 1.988 0.492 2.391
H 0.095 2.840 1.571
H 0.813 -0.086 -0.112
*
```

Properties
**Molar mass**: 74.17 g mol⁻¹

***

Model iii:
Formula: C5H14
Source: OMol25
Level of theory: wB97M-V/def2-TZVPD

Geometry as ORCA input:
```
! wB97M-V def2-TZVPD RIJCOSX def2/J DEFGRID3
* xyz 0 1
C -0.355 -0.447 2.826
C 0.778 0.357 -2.293
C -0.896 -0.818 0.410
C 1.301 1.803 -2.211
C -1.102 -1.332 1.829
H 2.193 2.147 -2.742
H -2.176 -1.131 1.963
H 0.928 -0.111 -3.260
H -1.685 -1.119 -0.294
H 1.536 2.017 -1.162
H -0.319 0.364 -2.276
H -0.093 -1.295 -0.168
H 0.035 -1.051 3.660
H 0.576 -0.063 2.376
H -0.687 0.229 0.278
H 1.145 -0.155 -1.417
H 0.611 2.564 -2.622
H -0.919 -2.396 1.916
H -0.868 0.437 3.186
*
```

Properties
**Molar mass**: 74.17 g mol⁻¹

***

Model iv:
Formula: C5H14
Source: OMol25
Level of theory: wB97M-V/def2-TZVPD

Geometry as ORCA input:
```
! wB97M-V def2-TZVPD RIJCOSX def2/J DEFGRID3
* xyz 0 1
C 1.278 -0.294 2.502
C -0.582 1.840 -1.570
C 0.043 0.448 -1.469
C 0.246 -1.295 1.972
C -1.005 -0.647 -1.619
H 0.214 2.584 -1.558
H -1.283 1.894 -2.409
H -0.233 -0.919 1.069
H 0.670 -2.230 1.601
H 2.315 -0.629 2.426
H -1.862 -0.435 -2.261
H 1.252 0.601 1.873
H -1.257 1.939 -0.711
H -0.492 -1.643 2.690
H -1.393 -1.042 -0.679
H 0.479 0.419 -0.467
H 1.054 0.014 3.525
H -0.539 -1.528 -2.086
H 0.796 0.303 -2.237
*
```

Properties
**Molar mass**: 74.17 g mol⁻¹

***

Relative calculated energies, zero for the most stable structure, unit eV: model i 0.114; model ii 1.767; model iii 0.393; model iv 0.000.

***

Model i:
Formula: C5H14
Source: OMol25
Level of theory: wB97M-V/def2-TZVPD

Geometry as ORCA input:
```
! wB97M-V def2-TZVPD RIJCOSX def2/J DEFGRID3
* xyz 0 1
C -0.888 -0.535 2.118
C -0.638 -1.042 0.715
C 1.403 1.312 -2.011
C 1.582 2.310 -0.865
C -1.516 -2.155 0.117
H -0.723 -1.299 2.877
H 0.452 0.803 -1.912
H 1.327 1.866 -2.946
H 2.229 0.617 -2.123
H -0.691 -0.162 0.063
H -2.288 -2.461 0.842
H 0.686 2.921 -0.811
H 2.515 2.866 -0.903
H 0.409 -1.244 0.461
H -0.124 0.193 2.374
H -0.950 -3.088 0.113
H -1.892 -1.908 -0.872
H -1.901 -0.171 2.241
H 1.519 1.798 0.104
*
```

Properties
**Molar mass**: 74.17 g mol⁻¹

***

Model ii:
Formula: C5H14
Source: OMol25
Level of theory: wB97M-V/def2-TZVPD

Geometry as ORCA input:
```
! wB97M-V def2-TZVPD RIJCOSX def2/J DEFGRID3
* xyz 0 1
C -2.307 -1.371 0.000
C 1.648 0.170 -0.169
C 1.141 1.369 0.599
C 1.671 0.388 -1.677
C -1.941 -0.565 1.229
H -2.329 -2.441 0.181
H 2.472 1.039 -2.016
H -1.621 -1.167 -0.826
H 2.660 -0.061 0.160
H 1.117 1.171 1.668
H 1.093 -0.737 0.088
H -3.295 -1.118 -0.386
H -2.073 0.510 1.105
H 1.714 2.275 0.412
H 0.725 0.798 -2.048
H -0.907 -0.741 1.511
H 0.076 1.551 0.395
H -2.430 -0.904 2.151
H 1.750 -0.556 -2.214
*
```

Properties
**Molar mass**: 74.17 g mol⁻¹

***

Model iii:
Formula: C5H14
Source: OMol25
Level of theory: wB97M-V/def2-TZVPD

Geometry as ORCA input:
```
! wB97M-V def2-TZVPD RIJCOSX def2/J DEFGRID3
* xyz 0 1
C -1.011 -0.710 2.004
C -1.978 0.228 1.269
C 2.008 0.859 -1.206
C -2.038 -0.038 -0.235
C 2.813 -0.330 -1.691
H 0.955 0.616 -1.259
H -1.375 -0.844 3.031
H 2.700 -1.189 -1.028
H 2.566 -0.701 -2.688
H -2.000 -1.114 -0.417
H 2.134 0.975 -0.133
H -2.969 0.155 1.723
H 3.889 -0.140 -1.652
H 2.168 1.780 -1.751
H -0.875 -1.663 1.513
H -1.216 0.318 -0.847
H -1.770 1.295 1.408
H -3.018 0.155 -0.659
H -0.079 -0.196 2.210
*
```

Properties
**Molar mass**: 74.17 g mol⁻¹

***

Relative calculated energies, zero for the most stable structure, unit eV: model i 0.391; model ii 0.000; model iii 0.329.

***

Model i:
Formula: C20H28CoNO3P
Source: OMol25
Level of theory: wB97M-V/def2-TZVPD

Geometry as ORCA input:
```
! wB97M-V def2-TZVPD RIJCOSX def2/J DEFGRID3
* xyz 0 4
Co 0.049 0.019 0.323
P -0.372 1.672 1.637
O -3.229 -2.326 -0.382
O -0.790 -1.521 -0.505
O 0.588 -3.280 -0.923
N 3.141 0.436 -1.232
C -1.748 3.114 -1.846
C -1.709 2.473 0.623
C -1.249 2.327 -0.802
C -0.289 1.949 -3.396
C 2.029 -0.395 -1.457
C 0.856 3.007 1.649
C -1.679 -4.991 2.395
C 0.180 1.130 -2.353
C -1.231 2.948 -3.140
C -0.401 -2.784 -0.391
C 3.109 1.866 -1.250
C -3.014 -4.578 2.469
C -1.044 1.643 3.304
C -1.341 -3.561 0.473
C 4.319 -0.169 -0.689
C -0.855 -4.503 1.377
C 1.134 0.013 -2.641
C -2.716 -3.207 0.505
C -0.298 1.336 -1.065
C -3.552 -3.722 1.512
H 1.747 2.670 2.188
H 0.188 -4.804 1.272
H -1.407 2.648 3.562
H -1.870 0.922 3.359
H 0.964 -0.298 1.633
H 5.186 0.456 -0.945
H -1.271 -5.677 3.138
H 0.571 -0.899 -2.903
H 4.266 -0.265 0.412
H -2.534 3.851 -1.629
H -2.436 -1.799 -0.690
H -0.254 1.342 4.005
H 1.138 3.281 0.627
H 1.472 -0.492 -0.474
H -1.834 3.517 0.951
H 2.394 2.259 -1.983
H 2.410 -1.418 -1.639
H -4.590 -3.403 1.538
H 4.124 2.212 -1.500
H -3.652 -4.929 3.281
H 2.865 2.294 -0.262
H 1.778 0.255 -3.498
H -2.642 1.917 0.826
H 0.139 -0.610 1.853
H 4.433 -1.182 -1.112
H -1.577 3.601 -3.945
H 0.414 3.876 2.150
H 0.088 1.779 -4.411
*
```

Properties
**Molar mass**: 420.35 g mol⁻¹

***

Model ii:
Formula: C20H28CoNO3P
Source: OMol25
Level of theory: wB97M-V/def2-TZVPD

Geometry as ORCA input:
```
! wB97M-V def2-TZVPD RIJCOSX def2/J DEFGRID3
* xyz 0 4
Co 0.115 -0.385 0.266
P 2.198 -0.891 -0.405
O -3.170 0.752 2.203
O 0.106 2.511 2.865
O -1.137 0.878 1.198
N -2.336 -1.305 -2.345
C -2.170 -0.457 -1.220
C 1.834 2.490 -2.454
C 0.327 0.403 5.828
C -2.957 -2.576 -2.076
C -0.529 2.527 -2.847
C -1.940 0.723 2.222
C -2.109 1.026 -1.604
C -1.213 0.611 3.533
C 2.304 -1.598 -2.085
C -1.431 -0.475 4.376
C 0.741 2.987 -3.159
C -1.261 -1.386 -3.294
C 2.792 0.835 -0.758
C -0.719 1.515 -1.890
C -0.660 -0.573 5.543
C 1.650 1.494 -1.484
C 0.598 1.438 4.935
C 3.581 -1.673 0.448
C -0.181 1.544 3.770
C 0.376 1.008 -1.210
H -0.969 -0.392 -3.634
H -2.517 1.566 -0.730
H 3.347 -1.536 -2.431
H -3.183 -3.068 -3.029
H -2.756 1.215 -2.472
H 3.728 -1.229 1.438
H 0.879 3.715 -3.950
H 2.846 2.824 -2.665
H 1.369 2.189 5.114
H -2.188 -1.200 4.039
H 3.007 1.293 0.223
H 1.980 -2.644 -2.016
H 0.885 0.336 6.771
H -0.874 -1.410 6.222
H 1.655 -1.057 -2.784
H -3.885 -2.404 -1.521
H -1.411 2.911 -3.348
H -1.256 -0.762 -0.641
H 0.622 -1.124 1.686
H 3.712 0.778 -1.357
H -1.618 -1.967 -4.152
H -0.427 2.318 2.051
H -0.356 -1.889 -2.906
H -3.052 -0.614 -0.588
H 4.508 -1.575 -0.132
H -2.320 -3.253 -1.476
H 3.346 -2.736 0.567
H 0.117 -1.707 1.366
*
```

Properties
**Molar mass**: 420.35 g mol⁻¹

***

Relative calculated energies, zero for the most stable structure, unit eV: model i 0.542; model ii 0.000.

***

Model i:
Formula: C8H13IN
Source: OMol25
Level of theory: wB97M-V/def2-TZVPD

Geometry as ORCA input:
```
! wB97M-V def2-TZVPD RIJCOSX def2/J DEFGRID3
* xyz 1 1
I 3.266 0.599 0.050
N 0.382 1.027 -0.404
C 1.725 -2.532 -0.974
C 1.057 -1.233 -1.400
C -1.131 1.108 -0.014
C 1.077 -0.213 -0.271
C 0.833 -0.858 1.114
C 1.179 -2.163 1.332
C 1.750 -2.967 0.232
C -1.344 2.430 0.693
H 0.041 -1.587 -1.659
H 2.177 -3.821 0.533
H 2.182 -3.258 -1.635
H 0.833 1.472 0.426
H -1.497 0.259 0.535
H 0.465 1.390 -1.278
H -1.207 3.174 -0.061
H 1.476 -0.889 -2.351
H -0.682 2.528 1.514
H 1.404 -2.648 2.334
H 0.734 -0.131 1.931
H -2.334 2.361 0.938
H -1.695 1.156 -0.953
*
```

Properties
**Molar mass**: 250.10 g mol⁻¹

***

Model ii:
Formula: C8H13IN
Source: OMol25
Level of theory: wB97M-V/def2-TZVPD

Geometry as ORCA input:
```
! wB97M-V def2-TZVPD RIJCOSX def2/J DEFGRID3
* xyz 1 1
I 3.029 0.450 0.620
N -0.139 0.052 1.420
C 0.930 -0.909 -2.623
C -1.604 -0.377 1.566
C 0.368 -1.494 -0.361
C 0.411 0.348 -2.469
C 0.061 0.937 -1.130
C -0.181 1.479 1.787
C 0.393 -0.105 -0.017
C 0.624 -1.876 -1.612
H 1.283 -1.413 -3.549
H 0.771 1.951 1.517
H -1.578 -0.915 2.432
H -1.148 1.995 1.529
H 0.570 -2.958 -1.725
H -0.906 1.279 -1.185
H 0.169 -2.036 0.491
H -2.384 0.369 1.619
H 0.414 1.165 -3.221
H -1.828 -1.077 0.781
H 0.633 1.775 -0.900
H 0.384 -0.377 2.122
H -0.272 1.737 2.908
*
```

Properties
**Molar mass**: 250.10 g mol⁻¹

***

Model iii:
Formula: C8H13IN
Source: OMol25
Level of theory: wB97M-V/def2-TZVPD

Geometry as ORCA input:
```
! wB97M-V def2-TZVPD RIJCOSX def2/J DEFGRID3
* xyz 1 1
I -1.159 1.758 1.386
N -0.702 0.653 -1.398
C -0.113 -0.866 0.409
C -0.141 -1.196 1.866
C 2.028 0.368 1.384
C 0.737 -1.021 2.806
C -2.050 0.582 -2.032
C -0.549 0.319 -0.031
C 0.168 -0.083 -2.399
C 1.653 0.039 2.612
H 1.137 -0.087 -1.865
H 1.768 0.796 3.396
H 0.207 -1.612 -0.317
H 0.771 -1.513 3.754
H -0.174 -1.050 -2.654
H -2.701 1.003 -1.228
H 1.924 -0.472 0.595
H -0.596 1.666 -1.315
H 2.693 1.169 1.168
H -2.217 -0.421 -2.173
H -2.048 1.317 -2.886
H -0.779 -1.966 2.134
H 0.145 0.615 -3.212
*
```

Properties
**Molar mass**: 250.10 g mol⁻¹

***

Relative calculated energies, zero for the most stable structure, unit eV: model i 0.000; model ii 1.045; model iii 1.653.